(1)
The following is a quantum chemistry calculation of 2 unconnected molecules or ions with the total composition C5H9O, from the OMol25 dataset.

Geometry as XYZ:
```
15
C5H9O | the OMol25 dataset | wB97M-V/def2-TZVPD
O 4.243 0.435 -0.005
C -0.147 -0.276 -0.139
C 1.332 -0.217 0.157
C -1.146 0.358 0.639
C -3.123 -0.553 -0.517
C -2.477 0.456 0.081
H 1.911 0.051 -0.721
H -2.740 -1.561 -0.574
H -3.033 1.364 0.294
H -4.159 -0.383 -0.776
H 1.558 0.477 0.957
H -0.752 -1.059 0.527
H -0.394 -0.447 -1.193
H 1.743 -1.192 0.440
H 5.001 0.514 -0.597
```

Summary:
HOMO-LUMO gap in Ha: 0.2033
Highest occupied orbital energy in eV: -2.27
2S+1: 1
Max |F| in hartree/bohr: 0.018
LUMO in eV: 3.260
Charge: -1

---

(2)
The following is a quantum chemistry calculation of a molecular structure, C32H31N9O2S2V in a non-equilibrium geometry, from the OMol25 dataset.

Geometry as XYZ:
```
77
C32H31N9O2S2V | the OMol25 dataset | wB97M-V/def2-TZVPD
V -0.256 0.260 -0.923
S -0.840 2.676 -0.350
S 0.207 0.983 -3.278
O -4.346 -3.197 -0.088
O -0.241 -1.596 -1.535
N -3.051 -3.059 -2.949
N 1.677 0.316 -0.824
N -0.479 3.233 2.221
N -2.675 -1.477 0.258
N -0.002 -0.058 1.078
N 2.534 0.600 -1.871
N 1.439 2.968 0.976
N 2.747 1.224 -4.016
N -2.273 -1.945 -2.639
C -3.175 1.666 -2.625
C 6.405 -1.012 0.816
C 0.112 2.993 1.037
C -1.217 -3.769 -1.910
C -3.496 -2.336 0.115
C 1.902 0.913 -2.997
C 5.428 -1.917 1.200
C -2.665 -0.639 -3.075
C -3.035 -5.489 -2.503
C 6.029 0.201 0.250
C -1.154 -2.359 -1.967
C -0.045 2.934 5.874
C -2.754 0.421 -2.178
C -0.920 -0.059 2.067
C 0.722 -0.554 3.710
C 1.129 3.645 6.098
C 4.086 -1.608 1.021
C -2.405 -4.142 -2.450
C 0.101 3.400 3.517
C -0.556 2.812 4.593
C -3.412 0.793 -4.848
C 1.254 4.148 3.740
C -4.515 -2.946 -2.943
C -0.602 -0.310 3.382
C 1.766 4.257 5.030
C 4.687 0.506 0.066
C -2.982 -0.450 -4.411
C 2.236 -0.121 0.287
C 3.693 -0.393 0.454
C 1.678 -0.530 2.716
C 1.293 -0.289 1.400
C -3.511 1.855 -3.956
H -1.469 3.059 2.192
H 4.410 1.444 -0.392
H -1.385 -0.328 4.130
H 6.787 0.913 -0.058
H 1.725 4.687 2.929
H -4.894 -2.925 -1.920
H -3.659 0.934 -5.893
H -0.563 2.464 6.702
H 3.327 -2.333 1.294
H 1.010 -0.744 4.738
H -2.878 -1.276 -5.104
H -3.245 2.485 -1.922
H -4.913 -3.808 -3.472
H -3.844 2.826 -4.301
H -1.935 0.125 1.763
H -2.289 -6.250 -2.286
H -4.818 -2.050 -3.468
H 2.358 1.254 -4.939
H 1.535 3.731 7.099
H 2.723 -0.678 2.946
H 2.664 4.840 5.194
H -2.593 0.217 -1.118
H -3.829 -5.558 -1.755
H -3.467 -5.689 -3.485
H -1.468 2.248 4.415
H 3.712 0.957 -3.911
H 7.454 -1.252 0.949
H 5.708 -2.869 1.636
H -0.479 -4.400 -1.440
H 1.982 2.781 1.806
H 1.816 2.645 0.099
```

Summary:
HOMO-LUMO gap (spin up / spin down) in Ha: 0.2436 / 0.2540
Highest occupied orbital energy (spin up / spin down) in eV: -6.70 / -7.40
2S+1: 4
Max |F| in hartree/bohr: 0.045
LUMO (spin up / spin down) in eV: -0.073 / -0.491